No. 1
The following is a quantum chemistry calculation of a structure of composition C23H43BBrCl5CsF4LiMgN4O8S5, from the OMol25 dataset.

The geometry in XYZ format:
```
97
Properties=species:S:1:pos:R:3:forces:R:3:lowdin_charge:R:1
C 1.976 0.053 1.685 -0.4 -0.2 0.2 -0.161
C 2.982 0.866 2.520 -0.7 0.8 0.0 -0.222
C 3.889 1.788 1.700 -0.1 -0.5 0.4 -0.174
C 4.701 1.084 0.628 -1.1 0.0 0.5 -0.335
N 3.908 0.689 -0.593 0.3 -1.2 -1.8 -0.179
C 3.882 1.761 -1.628 -0.8 0.1 0.2 -0.315
C 2.688 2.771 -1.511 -0.1 -1.5 -0.5 -0.122
C 1.240 2.149 -1.744 1.0 1.4 0.4 -0.168
C 0.298 3.330 -2.115 0.1 -0.2 -0.1 -0.079
B -0.136 4.159 -0.857 -0.8 0.4 -0.2 -0.335
C -1.640 4.385 -0.457 0.5 -0.3 0.2 -0.069
C -2.429 3.063 -0.259 0.1 0.7 -0.3 -0.296
C -2.389 2.519 1.161 -0.1 0.3 0.1 -0.450
S -2.539 0.711 1.239 -0.1 0.5 -0.7 0.660
C -4.269 0.332 0.834 0.8 0.7 -0.2 -1.057
S -5.421 1.232 1.490 -0.4 -0.7 0.6 0.914
N -4.433 -0.747 -0.016 -1.1 -0.2 0.1 -0.167
C -4.272 -0.428 -1.407 1.2 1.6 0.1 -0.215
C -5.432 0.433 -1.936 0.1 -2.2 -0.4 -0.103
C -5.545 -1.650 0.341 -0.2 -1.5 -0.1 -0.240
C -6.131 -2.463 -0.815 -0.3 0.9 0.1 -0.060
O 0.846 4.791 -0.004 0.2 -1.0 -0.3 0.164
C 0.860 4.206 1.147 0.0 0.9 1.1 -0.342
N 0.857 3.822 2.242 0.0 -0.2 -0.8 0.222
C 4.649 -0.482 -1.086 0.5 0.4 -0.6 -1.121
S 6.020 -0.351 -2.017 -0.7 0.0 1.1 0.653
S 4.156 -2.207 -0.670 0.1 0.8 -0.1 0.891
C 2.540 -2.600 -1.537 0.2 0.6 0.7 -0.503
C 1.749 -3.488 -0.547 1.2 0.1 -0.4 -0.344
C 2.225 -4.940 -0.659 -0.7 0.4 0.1 -0.095
H 1.846 0.504 0.689 0.2 0.1 0.0 0.017
H 2.282 -0.992 1.579 0.0 0.0 -0.1 0.046
H 1.001 0.081 2.198 0.0 -0.2 0.1 0.019
H 2.384 1.511 3.172 0.1 0.1 0.0 0.093
H 3.544 0.229 3.192 0.2 -0.2 -0.3 0.082
H 4.616 2.210 2.394 0.1 0.0 -0.1 0.109
H 3.290 2.632 1.341 0.1 -0.1 -0.2 0.080
H 5.539 1.714 0.337 0.1 -0.2 -0.4 0.056
H 5.154 0.172 1.049 -0.2 0.4 -0.1 -0.033
H 4.846 2.273 -1.668 -0.1 0.2 0.1 0.114
H 3.746 1.262 -2.617 0.9 2.8 2.8 -0.194
H 2.836 3.495 -2.316 0.1 0.1 0.0 0.116
H 2.696 3.341 -0.590 0.2 -0.1 0.1 0.091
H 1.221 1.378 -2.533 -0.1 0.2 0.4 0.075
H 0.870 1.759 -0.789 0.2 -0.5 -0.1 0.075
H -0.588 2.973 -2.642 -0.1 0.0 0.1 0.110
H 0.819 3.979 -2.826 0.0 0.1 0.0 0.121
H -2.082 4.919 -1.308 0.0 0.0 0.0 0.125
H -1.722 5.047 0.406 -0.1 0.0 0.1 0.121
H -3.463 3.286 -0.504 -0.1 -0.2 0.0 0.054
H -2.073 2.359 -1.014 -0.1 -0.3 0.2 0.071
H -1.473 2.760 1.704 0.2 -0.2 -0.1 0.060
H -3.188 2.998 1.723 -0.1 -0.3 0.2 0.072
H -3.373 0.191 -1.496 0.2 -0.2 0.0 0.103
H -4.081 -1.274 -2.064 -0.4 -0.1 0.0 0.136
H -5.539 0.233 -3.003 -0.2 0.0 0.0 0.032
H -6.363 0.369 -1.375 0.0 0.7 0.0 0.101
H -5.015 1.629 -1.799 0.2 0.4 0.3 -0.145
H -5.157 -2.356 1.074 0.2 0.2 0.2 0.111
H -6.364 -1.157 0.856 0.2 0.4 0.1 0.088
H -5.403 -2.857 -1.518 0.0 -0.2 0.0 0.080
H -6.846 -1.832 -1.353 0.1 -0.1 -0.3 0.076
H -6.734 -3.258 -0.384 0.2 -0.2 0.0 0.085
H 2.010 -1.635 -1.671 0.1 -0.4 -0.2 0.012
H 2.748 -3.131 -2.496 -0.2 0.6 0.5 0.074
H 0.682 -3.364 -0.728 -0.1 -0.2 0.1 0.083
H 2.048 -3.139 0.443 -0.6 0.1 0.2 0.057
H 3.280 -5.020 -0.408 0.1 0.0 -0.1 0.075
H 2.038 -5.290 -1.674 0.1 -0.3 0.0 0.077
H 1.670 -5.544 0.056 0.0 -0.2 -0.1 0.078
F -5.224 -0.727 2.999 0.1 0.6 -0.4 -0.614
Li 0.133 -0.448 0.120 0.3 0.1 0.2 0.355
Mg -1.407 -1.731 1.853 -0.2 -0.9 0.4 0.606
N 4.157 -2.360 3.434 0.2 0.2 -0.2 -0.617
O 4.294 -2.759 4.632 -0.2 -1.0 0.6 -0.155
O 4.903 -1.493 3.004 -0.3 -0.4 0.0 -0.021
O 3.223 -2.837 2.738 -0.1 -0.1 0.2 -0.124
C 0.528 -1.369 6.345 0.3 0.4 -0.8 -2.004
Cl 0.827 -2.673 7.535 -0.1 -0.2 0.5 0.567
Cl 1.683 -1.570 5.036 -0.2 0.0 0.1 0.628
Cl -1.101 -1.529 5.710 -0.3 0.0 0.2 0.534
Cl 0.739 0.199 7.110 -0.1 -0.2 0.1 0.580
Br -4.487 2.616 -3.003 -0.2 0.2 -0.2 0.628
O 3.080 -4.704 6.615 0.1 -0.4 -0.9 0.258
H 3.308 -4.572 5.637 0.3 0.7 0.3 0.180
H 2.291 -4.155 6.841 -0.1 0.5 0.0 0.041
H 3.839 -4.468 7.178 0.1 0.2 -0.2 0.183
Cl 7.096 0.523 1.853 1.3 0.0 0.4 -0.328
Cs 3.345 -0.247 -3.767 -1.2 -2.9 -3.2 1.275
C -3.442 0.008 -7.094 0.0 0.2 -0.3 -0.669
F -2.341 -0.352 -7.769 0.0 0.0 0.1 0.115
F -3.430 1.350 -6.993 0.0 -0.1 0.1 0.105
F -4.500 -0.328 -7.838 0.0 0.0 0.1 0.128
S -3.501 -0.789 -5.440 -0.1 -0.8 1.1 0.431
O -2.312 -0.329 -4.748 0.4 0.5 -0.1 -0.361
O -3.501 -2.203 -5.715 0.0 0.0 -0.4 -0.311
O -4.732 -0.296 -4.840 -0.2 0.3 -0.2 -0.365
```
Forces are in eV/Å.

Properties
Strongest force on any atom   0.087 Eh/bohr
HOMO energy   -0.2241 Ha
LUMO level   -0.165 hartree
E_tot   -251446.849 eV

No. 2
The following is a quantum chemistry calculation of a structure of composition C23H43Cl2F5N3O5SiTbTe, from the OMol25 dataset.

The geometry in XYZ format:
```
84
Properties=species:S:1:pos:R:3:forces:R:3:lowdin_spin:R:1
C -1.464 -0.599 -3.661 0.1 0.2 -0.1 0.000
C -0.949 -1.854 -3.017 0.5 -0.9 0.1 0.000
H -1.191 -0.554 -4.720 -0.1 0.1 0.2 0.000
H -1.070 0.301 -3.162 -0.1 -0.3 0.0 0.000
H -2.562 -0.552 -3.598 0.3 0.0 0.0 0.000
C -0.424 -2.905 -3.664 -0.5 0.5 0.3 0.000
C -0.211 -3.012 -5.131 0.1 -0.2 -0.4 0.000
H -0.167 -3.808 -3.106 0.0 0.3 0.0 0.000
H -0.347 -2.064 -5.662 0.1 -0.3 0.1 0.000
H -0.894 -3.763 -5.550 0.1 0.2 -0.1 0.000
H 0.809 -3.381 -5.308 -0.2 0.1 -0.2 0.000
Tb 0.379 0.455 0.597 0.1 -1.1 -1.4 6.100
Cl 0.439 2.375 -1.071 0.0 0.4 0.1 -0.012
C 0.044 -2.322 2.190 -0.1 0.0 -0.1 -0.001
O 0.919 -1.471 1.906 -0.5 -0.8 0.4 -0.016
N 0.232 -3.321 3.055 0.2 0.2 -0.1 0.000
C 1.537 -3.479 3.681 -0.1 -0.1 0.0 0.000
C -0.788 -4.320 3.368 0.1 0.0 -0.2 0.000
H -0.963 -2.290 1.729 0.5 -0.1 0.3 0.000
H 2.132 -2.598 3.431 0.0 -0.2 0.2 0.000
H 2.025 -4.389 3.309 0.0 0.2 0.0 0.000
H 1.405 -3.575 4.764 0.1 0.1 -0.1 0.000
H -1.773 -3.950 3.063 0.3 -0.1 0.1 0.000
H -0.781 -4.511 4.452 -0.1 0.2 -0.3 0.000
H -0.573 -5.267 2.846 -0.1 0.4 0.2 0.000
H 0.727 3.079 5.630 0.2 -0.1 -0.2 0.000
H -1.106 4.526 5.088 0.0 -0.1 -0.2 0.000
C 1.199 3.237 4.651 0.0 0.2 0.0 0.000
C -0.746 4.670 4.065 0.1 0.1 -0.3 0.000
N 0.168 3.597 3.691 -0.2 0.2 -0.1 0.000
H 1.688 2.329 4.293 0.0 0.2 0.2 0.000
C 0.084 2.974 2.525 0.5 -0.6 0.1 -0.001
O 0.846 2.016 2.223 -0.7 1.1 0.5 -0.015
H -1.593 4.674 3.375 0.1 0.0 0.2 0.000
H -0.705 3.324 1.833 0.3 -0.1 0.3 0.000
H 1.914 4.069 4.729 -0.1 -0.3 0.0 0.000
H -0.242 5.642 4.020 0.0 -0.1 0.0 0.000
H 1.358 -0.366 -2.995 0.3 0.1 0.2 0.000
H 2.472 -2.890 -2.865 0.1 0.2 0.1 0.000
C 2.368 -0.070 -2.671 -0.3 0.0 -0.1 0.000
C 3.335 -2.337 -2.467 -0.1 -0.1 0.1 0.000
N 2.922 -1.108 -1.808 0.2 0.0 0.8 -0.001
H 2.288 0.881 -2.134 0.1 -0.3 -0.2 0.000
C 2.999 -0.994 -0.474 -0.2 0.2 -0.9 -0.002
O 2.653 0.015 0.177 0.3 -0.7 -0.4 -0.014
H 3.852 -2.965 -1.734 0.0 0.0 -0.3 0.000
H 3.415 -1.898 0.013 -0.1 0.4 0.0 0.000
H 3.009 0.014 -3.558 0.0 0.1 0.3 0.000
H 4.002 -2.094 -3.302 0.0 -0.1 0.2 0.000
O -0.042 -0.990 -1.018 0.8 1.0 1.1 -0.016
C -0.987 -1.846 -1.494 -0.9 -0.3 0.3 0.000
C 0.352 -3.835 -0.619 -0.2 -0.2 -0.1 0.000
C -0.888 -3.236 -0.842 -0.2 0.6 -0.4 0.000
H 1.253 -3.252 -0.834 -0.3 -0.3 0.0 0.000
C 0.409 -5.153 -0.158 -0.1 0.4 0.1 0.000
H -1.990 -1.466 -1.224 -0.1 -0.1 0.0 0.000
C -2.067 -3.892 -0.490 0.1 -0.2 -0.2 0.000
H 1.387 -5.624 -0.041 -0.3 0.0 0.1 0.000
C -0.775 -5.826 0.153 -0.1 -0.2 0.1 0.000
C -2.019 -5.199 -0.007 0.1 0.0 0.2 0.000
H -3.020 -3.366 -0.628 0.3 -0.3 0.0 0.000
H -0.723 -6.839 0.569 -0.1 0.3 -0.3 0.000
H -2.950 -5.721 0.258 0.5 0.2 -0.1 0.000
Si -0.208 5.723 -2.182 0.0 0.9 -0.5 0.000
Cl -0.412 4.194 -3.554 -0.2 0.2 -0.5 0.000
C 1.639 5.926 -1.918 0.1 -0.2 0.4 0.000
C -1.433 5.417 -0.790 0.1 -0.1 0.5 0.000
C -0.670 7.386 -2.990 -0.1 -0.4 0.1 0.000
H 2.159 4.966 -1.808 -0.1 0.2 0.1 0.000
H 1.854 6.544 -1.036 0.0 -0.1 -0.1 0.000
H 2.055 6.445 -2.797 -0.2 -0.2 0.2 0.000
H 0.042 7.638 -3.796 -0.3 -0.1 0.3 0.000
H -0.609 8.165 -2.211 0.0 -0.2 -0.3 0.000
H -1.687 7.377 -3.407 0.3 0.1 0.1 0.000
H -1.370 4.401 -0.362 0.1 0.4 -0.3 0.000
H -2.456 5.556 -1.175 0.3 0.0 0.0 0.000
H -1.298 6.145 0.030 0.0 -0.2 -0.3 0.000
F -2.406 2.005 3.326 -0.3 -0.9 -0.1 -0.001
Te -2.608 0.145 2.975 0.7 -0.4 -0.6 -0.002
F -0.952 -0.167 3.873 -0.9 0.2 -0.1 -0.001
F -2.817 -1.749 2.869 -0.3 1.1 0.3 -0.001
F -3.404 0.030 4.694 0.4 0.1 -1.3 0.000
F -4.318 0.424 2.220 1.0 -0.2 0.7 -0.002
O -1.714 0.204 1.368 -1.2 0.2 1.3 -0.013
```
Forces are in eV/Å.

Properties
Strongest force on any atom   0.036 Eh/bohr
HOMO energy (spin up / spin down)   -0.3048 / -0.3045 Ha
LUMO level (spin up / spin down)   -0.043 / -0.043 hartree
E_tot   -115503.433 eV
Spin multiplicity   7
ΔE to the lowest compared entry with this formula, charge and spin   0.0 kJ/mol

No. 3
The following is a quantum chemistry calculation of a cluster of 3 separate species, C23H43F4N3O13P3S in total, from the OMol25 dataset.

The geometry in XYZ format:
```
90
Properties=species:S:1:pos:R:3:forces:R:3:lowdin_charge:R:1
C 1.797 -0.022 -0.861 0.3 -0.7 0.2 0.002
C 1.181 -0.441 -2.155 0.6 -0.6 -0.2 -0.284
C 0.697 -1.857 -2.212 0.3 0.4 -0.6 0.007
N 1.122 0.381 -3.160 -1.5 0.2 1.0 0.160
C 0.098 1.214 -3.340 1.7 -0.7 -0.1 -0.243
C -1.199 0.695 -3.523 -0.9 0.8 0.3 0.092
C -2.261 1.531 -3.749 0.4 -0.2 0.9 -0.078
C -3.599 0.873 -3.964 0.2 0.5 -0.1 -0.412
O -3.932 0.592 -5.053 -0.4 -0.4 -0.9 0.255
O -4.353 0.540 -2.854 0.1 0.7 -0.3 0.120
C -5.387 1.407 -2.525 -0.7 -1.4 1.2 -0.510
F -5.730 2.215 -3.515 0.4 0.3 0.0 0.149
F -4.972 2.122 -1.452 0.0 0.4 -0.3 0.136
C -6.673 0.617 -2.073 -0.7 0.1 -0.7 -0.253
F -7.532 0.624 -3.121 0.1 0.0 -0.1 0.095
F -6.445 -0.673 -1.776 0.5 0.3 0.2 0.108
C -2.051 2.931 -3.807 -0.1 0.2 -0.2 -0.434
S -3.381 4.069 -4.097 -0.2 0.0 0.1 0.931
C -0.773 3.394 -3.634 -0.5 0.2 -0.5 -0.344
O -0.508 4.712 -3.714 0.4 -0.3 0.0 0.053
N 0.312 2.573 -3.390 -1.0 0.8 -0.6 0.066
P 1.876 3.369 -3.188 2.5 0.1 1.4 0.517
N 3.046 2.461 -2.792 -0.4 -0.2 -0.3 -0.111
O 2.099 4.056 -4.586 -0.8 0.1 -0.1 -0.087
O 1.681 4.525 -2.091 -1.1 -0.5 -0.7 -0.100
H 2.160 -0.932 -0.379 -0.2 0.1 0.2 0.095
H 1.076 0.431 -0.174 0.0 0.2 -0.1 0.108
H 2.670 0.612 -1.009 -0.3 0.3 -0.2 0.072
H 1.491 -2.556 -1.951 -0.1 -0.1 0.2 0.104
H 0.288 -2.099 -3.190 0.1 -0.1 0.0 0.089
H -0.102 -1.914 -1.461 0.1 -0.1 0.1 0.113
H -1.382 -0.368 -3.491 0.4 -0.1 0.0 0.140
H -7.184 1.118 -1.249 0.3 0.0 0.2 0.174
H -2.887 4.759 -5.143 0.1 -0.2 0.1 -0.096
H -0.593 5.010 -4.631 0.0 0.2 0.0 0.139
H 3.433 2.773 -1.908 0.2 -0.3 0.0 0.010
H 3.042 3.977 -4.797 0.0 0.0 -0.1 0.109
H 1.082 4.197 -1.404 0.1 0.4 0.3 0.085
O -2.150 -3.485 1.205 0.5 -0.6 3.0 -0.238
P -3.225 -4.498 1.379 -2.8 -0.3 -6.0 0.536
O -2.872 -5.701 0.353 0.0 0.2 0.8 -0.196
C -1.758 -6.559 0.625 0.2 -0.3 0.1 -0.278
C -2.058 -7.558 1.729 -0.1 0.1 0.1 -0.080
O -4.457 -3.794 0.550 0.1 0.0 0.7 -0.210
C -4.443 -2.398 0.273 0.1 0.1 -0.3 -0.301
C -3.901 -2.129 -1.116 0.0 -0.2 -0.2 -0.078
O -4.267 -5.369 2.268 2.1 1.0 1.7 -0.190
C -4.860 -4.784 3.459 -0.4 0.0 0.2 -0.241
C -5.980 -3.809 3.145 0.2 0.2 -0.1 -0.073
H -0.880 -5.957 0.875 0.0 0.0 0.0 0.109
H -1.545 -7.091 -0.302 -0.1 0.1 -0.1 0.118
H -2.177 -7.057 2.691 0.0 0.0 0.0 0.067
H -1.246 -8.280 1.821 0.0 0.0 0.0 0.080
H -2.986 -8.090 1.523 0.0 0.0 -0.1 0.085
H -3.871 -1.856 1.027 0.1 -0.1 0.0 0.105
H -5.475 -2.046 0.338 0.0 -0.1 0.0 0.110
H -2.973 -2.675 -1.290 0.1 0.1 0.2 0.071
H -3.729 -1.063 -1.252 0.0 0.0 0.0 0.055
H -4.607 -2.464 -1.877 0.0 0.0 0.0 0.081
H -4.084 -4.306 4.060 0.0 -0.1 0.0 0.117
H -5.256 -5.618 4.035 0.1 -0.1 -0.1 0.119
H -5.585 -2.845 2.823 0.0 0.0 0.0 0.064
H -6.583 -3.631 4.035 0.0 -0.1 0.0 0.083
H -6.618 -4.190 2.350 0.0 -0.1 0.0 0.090
O 4.644 1.551 1.253 3.1 -0.1 -1.7 -0.243
P 5.366 1.928 2.497 -5.3 0.3 4.6 0.545
O 5.013 0.741 3.545 0.7 0.3 -0.5 -0.195
C 5.609 -0.551 3.379 0.2 -0.2 0.0 -0.277
C 7.064 -0.572 3.811 0.0 0.1 -0.1 -0.080
O 4.326 3.076 3.049 0.5 0.3 -0.3 -0.209
C 3.469 3.740 2.117 -0.1 0.0 0.0 -0.306
C 2.126 3.055 2.000 -0.2 -0.2 0.2 -0.073
O 6.594 2.518 3.377 0.9 -0.6 -2.7 -0.186
C 7.398 3.610 2.853 0.2 0.4 0.1 -0.240
C 6.706 4.957 2.960 -0.2 0.0 -0.2 -0.071
H 5.509 -0.874 2.338 -0.1 0.0 0.0 0.109
H 5.033 -1.238 3.998 -0.1 0.1 0.0 0.118
H 7.683 0.031 3.144 0.0 -0.1 0.0 0.067
H 7.451 -1.592 3.801 0.0 0.0 0.0 0.080
H 7.173 -0.161 4.814 0.0 -0.1 0.0 0.085
H 3.934 3.803 1.132 0.1 0.0 0.0 0.096
H 3.349 4.762 2.482 0.0 0.0 0.1 0.119
H 2.253 1.982 1.859 0.1 0.0 -0.1 0.063
H 1.559 3.464 1.159 0.0 0.0 0.0 0.060
H 1.537 3.187 2.908 0.0 0.1 0.0 0.082
H 7.681 3.398 1.820 0.0 0.0 0.0 0.117
H 8.309 3.622 3.448 -0.1 -0.2 0.1 0.120
H 5.959 5.081 2.176 0.0 0.0 0.0 0.064
H 7.432 5.762 2.846 0.1 -0.1 0.0 0.084
H 6.203 5.062 3.920 0.1 0.0 0.0 0.090
```
Forces are in eV/Å.

Properties
Strongest force on any atom   0.137 Eh/bohr
HOMO energy   -0.4357 Ha
Charge   +1
LUMO level   -0.143 hartree
E_tot   -105203.323 eV